Entry from the OMol25 dataset: C27H26F6N4NiOSSb as an isolated structure (ωB97M-V/def2-TZVPD).

Calculated values
**Charge**: -1
**HOMO**: -5.0 eV

Positions of all 67 atoms, in Å:
1 Ni 0.23 0.80 0.53
2 O 2.11 0.49 0.47
3 N 2.87 1.48 0.03
4 C 4.19 1.42 0.28
5 C 5.05 2.38 -0.19
6 C 4.51 3.44 -0.94
7 C 3.16 3.48 -1.17
8 C 2.30 2.49 -0.67
9 S 0.60 2.49 -0.85
10 H 4.48 0.56 0.87
11 H 6.10 2.30 0.04
12 H 5.16 4.21 -1.33
13 H 2.72 4.28 -1.74
14 C -0.52 -2.81 6.25
15 C -1.60 -1.77 6.26
16 C -2.50 -1.67 7.31
17 C -3.52 -0.73 7.30
18 C -3.62 0.16 6.24
19 C -2.72 0.10 5.19
20 C -1.71 -0.87 5.19
21 N -0.76 -0.97 4.17
22 C -0.86 -0.45 2.89
23 N -2.07 -0.58 2.32
24 C -2.52 0.04 1.13
25 C -1.66 0.77 0.30
26 C -2.26 1.30 -0.85
27 C -3.60 1.13 -1.15
28 C -4.41 0.40 -0.30
29 C -3.88 -0.16 0.85
30 C -4.74 -1.01 1.75
31 N 0.15 0.07 2.28
32 C 1.31 0.35 3.07
33 C 1.42 1.60 3.65
34 C 2.54 1.94 4.40
35 C 3.56 1.02 4.55
36 C 3.45 -0.23 3.97
37 C 2.33 -0.60 3.21
38 C 2.24 -1.94 2.54
39 H -0.64 -3.50 7.08
40 H 0.48 -2.37 6.34
41 H -0.53 -3.38 5.31
42 H -2.42 -2.37 8.13
43 H -4.23 -0.68 8.12
44 H -4.40 0.91 6.22
45 H -2.79 0.80 4.37
46 H 0.17 -1.22 4.44
47 H -2.65 -1.30 2.71
48 H -1.66 1.85 -1.56
49 H -4.01 1.55 -2.06
50 H -5.46 0.24 -0.53
51 H -5.77 -1.01 1.40
52 H -4.75 -0.65 2.79
53 H -4.39 -2.05 1.76
54 H 0.62 2.32 3.49
55 H 2.62 2.93 4.84
56 H 4.44 1.27 5.13
57 H 4.25 -0.96 4.08
58 H 3.10 -2.56 2.80
59 H 2.20 -1.82 1.46
60 H 1.33 -2.48 2.81
61 F -0.03 -2.13 0.20
62 Sb -0.74 -3.83 0.64
63 F -0.77 -3.41 2.50
64 F -2.50 -3.14 0.52
65 F -1.43 -5.54 1.07
66 F -0.74 -4.31 -1.19
67 F 1.03 -4.48 0.87

Atom charges from the natural (NBO) analysis, given in e for atoms 1 to 4: number 1, Ni, carries 0.868; number 2, O, carries -0.621; number 3, N, carries 0.014; number 4, C, carries 0.031

=====

Entry from the OMol25 dataset: a 11-piece molecular cluster, H22O11 overall in a non-equilibrium geometry (ωB97M-V/def2-TZVPD).

Calculated values
**Charge**: 0
**HOMO**: -11.5 eV
**SMILES string**: O.O.O.O.O.O.O.O.O.O.O

Positions of all 33 atoms, in Å:
1 O -0.15 1.01 0.67
2 H 0.70 0.88 0.16
3 H -0.58 0.18 0.88
4 O 4.34 -1.80 -1.14
5 H 3.86 -1.28 -0.49
6 H 4.78 -1.22 -1.64
7 O 3.18 0.06 2.15
8 H 2.42 -0.57 2.30
9 H 2.99 0.70 1.50
10 O -4.59 -1.59 3.71
11 H -5.25 -2.31 3.56
12 H -4.00 -1.52 2.86
13 O -0.47 -3.03 -1.09
14 H 0.11 -2.43 -0.72
15 H -0.96 -2.48 -1.70
16 O -3.28 -0.39 -0.33
17 H -2.43 -0.74 -0.01
18 H -3.82 -1.21 -0.64
19 O 5.12 0.99 0.58
20 H 4.63 1.76 0.33
21 H 4.39 0.24 0.50
22 O -1.08 4.73 0.84
23 H -1.26 3.89 0.40
24 H -1.41 5.39 0.26
25 O 1.08 -1.48 0.26
26 H 1.02 -0.81 -0.46
27 H 1.82 -1.29 0.81
28 O -3.16 0.18 -3.01
29 H -3.64 0.88 -2.63
30 H -3.44 -0.58 -2.46
31 O -0.69 1.39 -2.42
32 H -1.34 1.19 -1.72
33 H -0.85 0.73 -2.98

Atom charges from the natural (NBO) analysis, given in e for atoms 1 to 4: number 1, O, carries -0.940; number 2, H, carries 0.464; number 3, H, carries 0.477; number 4, O, carries -0.902

=====

Entry from the OMol25 dataset: C9H17O2Si as an isolated structure in a non-equilibrium geometry (ωB97M-V/def2-TZVPD).

Calculated values
**Charge**: -1
**HOMO**: -4.3 eV

Positions of all 29 atoms, in Å:
1 C -0.36 1.15 -2.17
2 C -0.96 1.65 -1.06
3 C -1.20 2.95 1.10
4 C 1.16 2.29 0.03
5 C 1.67 -1.58 -0.84
6 C 0.57 -2.66 1.72
7 C -1.35 -2.15 -0.57
8 C -0.45 0.19 1.15
9 C -0.28 1.97 0.18
10 O -0.64 4.08 1.16
11 O -2.24 2.58 1.61
12 Si 0.06 -1.35 0.38
13 H -0.88 0.82 -3.08
14 H 0.66 1.06 -2.19
15 H -2.03 1.76 -1.13
16 H 1.69 1.44 -0.26
17 H 1.32 3.15 -0.66
18 H 1.54 2.65 0.99
19 H 1.62 -2.59 -1.10
20 H 1.69 -1.08 -1.75
21 H 2.62 -1.31 -0.33
22 H 1.02 -3.69 1.38
23 H 1.27 -2.19 2.30
24 H -0.27 -3.08 2.28
25 H -1.47 -1.42 -1.49
26 H -1.09 -3.26 -0.82
27 H -2.33 -2.23 0.00
28 H 0.15 0.30 2.09
29 H -1.50 0.54 1.08

Atom charges from the natural (NBO) analysis, given in e for atoms 1 to 4: number 1, C, carries -0.445; number 2, C, carries -0.194; number 3, C, carries 0.756; number 4, C, carries -0.650

=====

Number 1: frontier orbital gap 7.435 eV, molar mass 749.04 u. Number 2: frontier orbital gap 10.687 eV, molar mass 198.16 u. Number 3: frontier orbital gap 7.564 eV, molar mass 185.32 u.